Formula: CH3N3O
Source: the Open Molecules 2025 dataset
Level of theory: the ωB97M-V functional and the def2-TZVPD basis

Element x y z (Å)
C (-0.22741, 0.89893, -0.14622)
N (-3.24130, 0.47376, -0.75468)
N (-3.67864, -0.20956, -0.02658)
N (-0.72652, -0.19337, 0.25666)
O (-4.10669, -0.92024, 0.73236)
H (-0.02853, 1.07062, -1.27036)
H (-0.02076, 1.75155, 0.54697)
H (-0.87422, -0.98924, -0.38182)

Results
Largest force on an atom   6.07 eV/A
Relative energy (zero: lowest compared OMol25 entry of this formula, charge and spin)   306.1 kJ/mol
HOMO-LUMO gap (spin up / spin down)   6.935 / 8.765 eV
E_tot   -279.15702 Eh
Highest occupied orbital energy (spin up / spin down)   -0.2136 / -0.4082 hartree
Multiplicity   3

***

Formula: C6H16N2O3P
Source: the Open Molecules 2025 dataset
Level of theory: the ωB97M-V functional and the def2-TZVPD basis

Element x y z (Å)
C (1.70523, -0.73156, -0.52367)
C (2.02097, 0.72676, 1.32901)
C (-2.73709, 0.70425, -1.84864)
C (-2.53787, 0.71386, 0.65238)
C (2.65860, -0.42327, 0.61331)
C (-1.80004, 0.38662, -0.67734)
N (-0.34000, -3.24438, -0.42000)
N (4.00328, 0.01037, 0.11266)
O (1.96037, -0.38276, -1.64772)
O (-0.40595, -1.71560, 1.73406)
O (-1.53112, -1.04456, -0.67272)
P (-0.45551, -1.78191, 0.27360)
H (2.14721, 1.74855, 0.92780)
H (0.93152, 0.56631, 1.42207)
H (2.36555, 0.88138, 2.31223)
H (-3.44580, 1.45698, -1.57012)
H (-2.12840, 1.03256, -2.62266)
H (-3.14675, -0.25774, -2.17470)
H (-2.73925, 1.79568, 0.84046)
H (-2.01625, 0.60619, 1.66337)
H (-3.41660, 0.03529, 0.66349)
H (2.67084, -1.32439, 1.29003)
H (-0.92926, 0.84862, -0.76593)
H (-0.33346, -4.00328, 0.22129)
H (-0.98648, -3.29141, -1.15657)
H (4.17642, 0.95768, 0.07165)
H (4.23744, -0.53580, -0.76623)
H (4.66482, -0.54437, 0.73251)

Results
Largest force on an atom   7.07 eV/A
Relative energy (zero: lowest compared OMol25 entry of this formula, charge and spin)   60.0 kJ/mol
HOMO-LUMO gap   8.643 eV
E_tot   -914.53319 Eh
Highest occupied orbital energy   -0.4441 hartree
Total charge   +1

***

Formula: C7H14N2O
Source: the Open Molecules 2025 dataset
Level of theory: the ωB97M-V functional and the def2-TZVPD basis

Element x y z (Å)
C (-0.81820, -1.17307, 1.51468)
C (-0.47270, -1.08502, 0.07833)
C (0.87853, -1.75443, -0.36375)
C (2.05350, -0.79853, -0.21942)
C (1.74274, 0.55606, -0.75417)
C (0.55452, 1.27822, -0.26030)
C (0.69014, 1.88852, 1.19042)
H (-1.49808, -0.21488, 1.63012)
H (-1.52257, -2.18449, 1.70976)
H (0.25381, -1.14840, 2.02522)
H (-1.30271, -1.47542, -0.48952)
H (0.80519, -2.03608, -1.35958)
H (0.97643, -2.65371, 0.25270)
H (2.33356, -0.66876, 0.83768)
H (2.89821, -1.24084, -0.67674)
H (1.60972, 0.43419, -1.86533)
H (2.71275, 1.05725, -0.75686)
H (0.24868, 2.07764, -1.00686)
H (1.26770, 2.91040, 1.14347)
H (1.13805, 1.16039, 1.86948)
H (-0.25192, 2.25141, 1.69954)
N (-0.51426, 0.32458, -0.31862)
N (-1.71487, 0.76877, -0.72587)
O (-2.72952, 0.07592, -0.60206)

Results
Largest force on an atom   3.89 eV/A
Relative energy (zero: lowest compared OMol25 entry of this formula, charge and spin)   342.3 kJ/mol
HOMO-LUMO gap   9.760 eV
E_tot   -459.74845 Eh
Highest occupied orbital energy   -0.3263 hartree
Structure (SMILES)   C[C@@H]1CCC[C@H](C)N1N=O

***

Formula: C2H3N3
Source: the Open Molecules 2025 dataset
Level of theory: the ωB97M-V functional and the def2-TZVPD basis

Element x y z (Å)
C (-0.01007, 0.08180, -0.30970)
C (0.14635, 1.51454, 0.06637)
H (0.03735, -0.34598, 1.72259)
H (-0.03857, -1.75256, 0.69619)
H (-0.36705, -1.18796, -1.67280)
N (0.07175, -0.75100, 0.76842)
N (-0.18534, -0.19625, -1.52731)
N (0.34558, 2.63741, 0.25624)

Results
Largest force on an atom   1.73 eV/A
Relative energy (zero: lowest compared OMol25 entry of this formula, charge and spin)   40.0 kJ/mol
HOMO-LUMO gap   10.921 eV
E_tot   -242.25743 Eh
Highest occupied orbital energy   -0.3779 hartree
Structure (SMILES)   [H]/N=C(\N)C#N

***

Formula: C2H9O2
Source: the Open Molecules 2025 dataset
Level of theory: the ωB97M-V functional and the def2-TZVPD basis

Element x y z (Å)
O (0.03008, -0.54028, -2.34621)
H (0.58391, 1.64959, -0.95314)
H (0.49806, -0.70836, -3.17703)
H (-0.04976, -1.45014, -2.00477)
C (-0.19493, 0.83497, 0.98691)
O (0.68673, 0.87626, -0.36072)
C (-0.17290, -0.56363, 1.42376)
H (0.25587, 1.48593, 1.75937)
H (-1.14669, 1.17953, 0.56601)
H (0.22921, 0.21601, -1.01077)
H (-0.57570, -1.35569, 0.84810)
H (0.73465, -0.92742, 1.92653)
H (-0.87853, -0.69678, 2.34196)

Results
Largest force on an atom   4.03 eV/A
Relative energy (zero: lowest compared OMol25 entry of this formula, charge and spin)   75.4 kJ/mol
HOMO-LUMO gap   13.554 eV
E_tot   -231.77084 Eh
Highest occupied orbital energy   -0.6327 hartree
Total charge   +1

***

Formula: C35H56N2O21
Source: the Open Molecules 2025 dataset
Level of theory: the ωB97M-V functional and the def2-TZVPD basis

Element x y z (Å)
C (0.00403, 6.06430, -0.14295)
C (-1.08697, 5.02630, -0.21095)
C (-2.24697, 5.34630, -1.07795)
O (-2.69997, 4.08930, -1.36195)
C (-1.66797, 3.25430, -1.37295)
O (-1.58597, 2.22430, -2.02895)
O (-0.64597, 3.76230, -0.67695)
H (0.83903, 5.55030, 0.36805)
H (-0.23797, 6.93230, 0.41705)
H (0.22003, 6.29830, -1.17195)
H (-1.42397, 4.86830, 0.84405)
H (-2.07997, 5.88630, -1.88595)
H (-2.95197, 5.84230, -0.36195)
C (-1.35597, -3.45170, -4.90295)
C (-2.60197, -2.84970, -5.54395)
C (-3.60897, -2.14370, -4.60395)
O (-3.33297, -0.83070, -4.90895)
C (-2.66297, -0.70170, -5.99995)
O (-2.54697, 0.37030, -6.60995)
O (-2.27297, -1.83270, -6.49195)
H (-0.74897, -4.12870, -5.50895)
H (-1.73197, -4.12670, -4.12795)
H (-0.85697, -2.63970, -4.50095)
H (-3.09397, -3.69670, -6.03995)
H (-3.75497, -2.26070, -3.48895)
H (-4.53497, -2.27070, -5.16595)
C (3.88703, -0.88870, -4.65195)
C (3.10003, -2.15070, -4.61395)
C (3.92403, -3.35270, -4.95595)
O (4.17903, -3.96170, -3.69595)
C (3.43403, -3.34770, -2.79695)
O (3.43003, -3.60370, -1.56195)
O (2.65603, -2.44570, -3.34595)
H (4.17003, -0.77270, -5.68895)
H (4.73503, -0.82770, -3.97095)
H (3.28003, -0.05170, -4.49695)
H (2.30403, -2.14270, -5.33795)
H (4.90503, -3.17870, -5.36395)
H (3.48703, -4.19470, -5.54195)
C (-4.88797, -1.01470, -0.40195)
C (-4.16997, 0.24830, -1.02895)
C (-4.62697, 0.66730, -2.41595)
O (-5.27997, 1.95530, -2.23695)
C (-5.12897, 2.26530, -0.99595)
O (-5.47497, 3.35030, -0.51495)
O (-4.57997, 1.33630, -0.25095)
H (-4.41597, -1.27870, 0.56005)
H (-4.90197, -1.96070, -0.77495)
H (-5.86997, -0.74870, -0.39695)
H (-3.10697, 0.20430, -0.78595)
H (-5.29797, -0.07270, -2.90695)
H (-3.72897, 0.74930, -3.00095)
C (0.98903, -1.91770, 0.91005)
C (-0.02697, -1.07770, 0.06805)
C (0.20403, -0.97470, -1.39795)
O (-0.57197, -2.00370, -1.89595)
C (-1.40997, -2.58170, -1.03695)
O (-2.06797, -3.51170, -1.32895)
O (-1.23997, -1.91070, 0.11705)
H (1.43503, -2.83670, 0.47305)
H (0.65903, -2.23670, 1.91005)
H (1.82303, -1.27970, 1.25405)
H (-0.26597, -0.07870, 0.36105)
H (1.33903, -1.01670, -1.65095)
H (-0.06097, 0.03930, -1.72495)
C (-1.02397, 0.94930, 7.17705)
C (0.40403, 0.72030, 6.60405)
C (1.11303, -0.44270, 7.31305)
O (1.65303, -1.06770, 6.18905)
C (1.25603, -0.58770, 5.04105)
O (1.57303, -0.94570, 3.88305)
O (0.39103, 0.37630, 5.23705)
H (-1.63197, 1.70330, 6.66205)
H (-0.89997, 1.12530, 8.25305)
H (-1.58997, 0.04530, 7.17505)
H (0.92203, 1.63530, 6.70105)
H (0.47603, -1.18870, 7.83505)
H (1.75903, -0.09870, 8.07305)
C (3.17803, 1.73930, -1.11995)
O (2.12103, 1.37730, -0.17695)
C (1.89503, 2.27030, 0.75905)
O (2.62403, 3.52830, 0.80005)
O (1.02003, 1.96030, 1.65905)
C (0.74603, 2.89430, 2.71105)
H (3.18403, 0.87730, -1.78795)
H (4.21303, 1.75530, -0.66195)
H (2.98903, 2.73930, -1.60495)
H (0.51703, 3.79030, 2.15105)
H (1.66803, 3.05930, 3.32305)
H (-0.03997, 2.68030, 3.31405)
C (6.11403, -0.44270, 0.37605)
C (4.83203, -1.15270, 0.76905)
C (5.00003, -2.09870, 1.93705)
C (6.18803, -2.91170, 1.66705)
N (7.10503, -3.55770, 1.48605)
H (5.84603, 0.28130, -0.38295)
H (6.94903, -1.09570, 0.06805)
H (6.52403, 0.11330, 1.12405)
H (4.47803, -1.80670, 0.01305)
H (4.02803, -0.43670, 1.01305)
H (4.08903, -2.75970, 2.03305)
H (5.04503, -1.54370, 2.82305)
C (-3.58397, -0.64970, 4.68905)
C (-2.16697, -0.34670, 4.09505)
C (-2.28597, -0.10770, 2.60805)
C (-2.68797, 1.23030, 2.25305)
N (-2.95597, 2.31430, 2.02805)
H (-3.58997, -0.88970, 5.76305)
H (-3.74097, -1.62970, 4.21005)
H (-4.43397, -0.02170, 4.34605)
H (-1.39997, -1.10270, 4.20905)
H (-1.85897, 0.56430, 4.55005)
H (-2.95897, -0.82270, 2.09405)
H (-1.20797, 0.00130, 2.39305)

Results
Largest force on an atom   9.10 eV/A
Relative energy (zero: lowest compared OMol25 entry of this formula, charge and spin)   137.7 kJ/mol
HOMO-LUMO gap   10.033 eV
E_tot   -3056.64713 Eh
Highest occupied orbital energy   -0.3622 hartree
Structure (SMILES)   C[C@H]1COC(=O)O1.C[C@H]1COC(=O)O1.C[C@H]1COC(=O)O1.C[C@H]1COC(=O)O1.C[C@H]1COC(=O)O1.C[C@H]1COC(=O)O1.COC(=O)OC.CCCC#N.CCCC#N